(1)
The molecule C7H12S. Source: OMol25; level of theory: wB97M-V/def2-TZVPD.

- charge = 0
- DFT total energy (Eh) = -671.8863
- HOMO-LUMO gap (Eh) = 0.3236
- SMILES string = C[C@@H]1[C@@H]2SCC[C@@]12C
- lowest unoccupied orbital energy (eV) = 0.8
- spin multiplicity = 1

Positions of all 20 atoms, in Å:
C 0.508 0.113 -2.526
C 0.720 0.701 -1.217
C 1.299 0.281 0.149
S 1.463 -0.884 1.510
C 0.042 -0.336 2.298
C -0.747 0.787 1.464
C -0.268 0.391 0.050
C -1.042 -0.982 -0.369
H 1.047 0.596 -3.427
H 1.143 -1.033 -2.561
H -0.733 0.006 -2.684
H 0.878 1.711 -1.229
H 1.958 1.134 0.728
H -0.605 -1.192 2.484
H 0.248 0.119 3.283
H -1.827 0.757 1.386
H -0.212 1.740 1.819
H -1.268 -1.526 0.641
H -0.539 -1.774 -1.062
H -2.064 -0.610 -0.737

(2)
The molecule C7H12Se. Source: OMol25; level of theory: wB97M-V/def2-TZVPD.

- charge = 0
- DFT total energy (Eh) = -2675.1473
- HOMO-LUMO gap (alpha / beta) (Eh) = 0.2777 / 0.2988
- lowest unoccupied orbital energy (alpha / beta) (eV) = 0.4 / 0.4
- spin multiplicity = 1

Positions of all 20 atoms, in Å:
C -2.169 1.186 1.459
C -1.526 0.085 1.723
C -1.652 2.209 0.524
C 0.525 0.250 0.167
C 0.235 -1.905 -1.076
C 2.319 -0.453 -1.014
C 1.114 -0.977 -0.255
Se -0.665 1.302 -0.891
H -3.110 1.513 1.926
H -1.682 -0.839 2.380
H -2.555 2.564 0.016
H -1.131 3.121 0.852
H 1.030 0.785 0.906
H -0.501 -1.242 -1.631
H -0.311 -2.762 -0.558
H 0.883 -2.363 -1.784
H 2.002 0.073 -1.811
H 3.000 -1.358 -1.345
H 2.889 0.291 -0.294
H 1.305 -1.480 0.705

(3)
A structure of composition C7H13AsNO. Source: OMol25; level of theory: wB97M-V/def2-TZVPD.

- charge = -1
- DFT total energy (Eh) = -2639.8761
- HOMO-LUMO gap (Eh) = 0.2490
- lowest unoccupied orbital energy (eV) = 3.4
- spin multiplicity = 1

Positions of all 23 atoms, in Å:
O 4.230 -0.474 1.131
C 3.421 -0.609 -0.126
C 2.689 0.838 -0.536
As 0.677 0.452 -0.385
C -1.299 -0.059 -0.087
C -2.250 1.193 0.323
C -3.850 0.806 0.622
C -4.113 -0.824 0.417
C -3.005 -1.921 -0.049
N -1.592 -1.503 -0.291
H 4.815 0.321 0.960
H 2.610 -1.445 0.124
H 4.054 -1.041 -1.020
H 2.984 1.194 -1.619
H 2.957 1.622 0.296
H 0.376 1.078 -1.774
H 0.456 1.859 0.239
H 0.962 -0.164 1.034
H 0.890 -0.908 -1.102
H -1.849 2.300 0.448
H -4.665 1.582 0.939
H -5.213 -1.226 0.619
H -3.285 -3.073 -0.165

(4)
A structure of composition C7H13BCeN4. Source: OMol25; level of theory: wB97M-V/def2-TZVPD.

- charge = +2
- DFT total energy (Eh) = -992.8152
- HOMO-LUMO gap (Eh) = 0.2270
- lowest unoccupied orbital energy (eV) = -10.2
- spin multiplicity = 1

Positions of all 26 atoms, in Å:
Ce -1.597 0.413 -1.252
C -1.015 -0.589 -3.251
H 0.033 -0.801 -3.490
H -1.656 -1.486 -3.289
H -1.427 0.171 -3.950
H -2.968 1.760 0.477
H -3.431 1.779 -0.066
B -0.318 -1.416 0.799
N 0.881 -1.057 -0.144
C 2.172 -1.428 -0.060
C 2.892 -0.719 -1.030
C 1.972 0.106 -1.681
N 0.736 -0.082 -1.123
N -0.475 -0.090 1.617
C -0.027 0.222 2.846
C -0.268 1.579 3.067
C -0.858 2.064 1.905
N -0.960 1.048 0.997
H -0.056 -2.358 1.482
H -1.324 -1.600 0.106
H 2.494 -2.159 0.665
H 3.940 -0.807 -1.237
H 2.118 0.788 -2.505
H 0.421 -0.525 3.480
H -0.050 2.134 3.958
H -1.230 3.053 1.682

(5)
A structure of composition C7H13BCeN4. Source: OMol25; level of theory: wB97M-V/def2-TZVPD.

- charge = +2
- DFT total energy (Eh) = -992.8179
- HOMO-LUMO gap (alpha / beta) (Eh) = 0.2348 / 0.2348
- lowest unoccupied orbital energy (alpha / beta) (eV) = -9.9 / -9.9
- spin multiplicity = 1

Positions of all 26 atoms, in Å:
Ce 1.823 -0.272 -0.669
C 2.007 -2.269 -1.727
H 0.993 -2.706 -1.748
H 2.360 -1.976 -2.744
H 2.765 -2.654 -1.019
H 3.410 -1.336 0.949
H 3.588 -0.618 0.988
B -0.584 1.664 -0.825
N -1.261 0.272 -1.004
C -2.575 0.003 -1.131
C -2.775 -1.385 -1.037
C -1.487 -1.925 -0.887
N -0.550 -0.919 -0.830
N -0.052 1.681 0.668
C -0.665 2.281 1.708
C 0.013 1.931 2.881
C 1.095 1.137 2.495
N 1.038 0.976 1.124
H -1.380 2.573 -0.956
H 0.371 1.824 -1.594
H -3.257 0.819 -1.283
H -3.728 -1.902 -1.059
H -1.220 -2.975 -0.817
H -1.553 2.885 1.555
H -0.266 2.188 3.886
H 1.890 0.700 3.076

(6)
A cluster of 2 separate species, C7H13BF4NO6S2 in total. Source: OMol25; level of theory: wB97M-V/def2-TZVPD.

- charge = -1
- DFT total energy (Eh) = -2001.2657
- HOMO-LUMO gap (Eh) = 0.2291
- lowest unoccupied orbital energy (eV) = 1.8
- spin multiplicity = 1

Positions of all 34 atoms, in Å:
C 4.198 -0.948 0.121
C 3.118 0.008 0.968
S 2.552 1.334 -0.227
C 0.933 2.120 0.286
C -0.275 1.053 0.636
O -1.344 1.995 1.108
S -2.198 2.496 -0.312
O -1.747 3.855 -0.977
O -3.748 2.426 -0.302
O -1.503 1.373 -1.445
C -1.030 0.248 -0.575
C -2.425 -0.565 -0.293
O -2.824 -0.658 1.118
C -4.091 -1.384 1.301
F -3.849 -2.857 1.307
F -5.193 -0.962 0.406
F -4.552 -1.053 2.701
B -0.173 -0.870 -1.466
N 1.025 -1.638 -0.893
O -0.663 -1.122 -2.852
H 5.311 -0.792 0.474
H 4.174 -0.583 -1.015
H 3.865 -2.080 0.087
H 2.256 -0.614 1.467
H 3.792 0.559 1.783
H 0.655 2.924 -0.519
H 1.141 2.717 1.293
H -0.126 0.331 1.575
H -2.272 -1.688 -0.668
H -3.240 -0.108 -1.009
H 1.841 -1.302 -1.486
H 0.926 -2.661 -1.120
H -0.238 -2.018 -3.101
F 5.707 0.465 1.630

Q: What is the formula in the third record?
A: C7H13AsNO

Q: Which of these has the highest DFT total energy?
A: C7H12S

Copy entry 2 word for word.
The molecule C7H12Se. Source: OMol25; level of theory: wB97M-V/def2-TZVPD.

- charge = 0
- DFT total energy (Eh) = -2675.1473
- HOMO-LUMO gap (alpha / beta) (Eh) = 0.2777 / 0.2988
- lowest unoccupied orbital energy (alpha / beta) (eV) = 0.4 / 0.4
- spin multiplicity = 1

Positions of all 20 atoms, in Å:
C -2.169 1.186 1.459
C -1.526 0.085 1.723
C -1.652 2.209 0.524
C 0.525 0.250 0.167
C 0.235 -1.905 -1.076
C 2.319 -0.453 -1.014
C 1.114 -0.977 -0.255
Se -0.665 1.302 -0.891
H -3.110 1.513 1.926
H -1.682 -0.839 2.380
H -2.555 2.564 0.016
H -1.131 3.121 0.852
H 1.030 0.785 0.906
H -0.501 -1.242 -1.631
H -0.311 -2.762 -0.558
H 0.883 -2.363 -1.784
H 2.002 0.073 -1.811
H 3.000 -1.358 -1.345
H 2.889 0.291 -0.294
H 1.305 -1.480 0.705